# 1
77
Properties=species:S:1:pos:R:3:forces:R:3 method="wB97M-V/def2-TZVPD" gap_ev=5.64 e_homo_ev=-1.961 charge=-2 multiplicity=1
Na 0.3768 1.7215 -0.0664 0.0 0.1 0.0
O 1.4864 1.6939 -2.0472 0.1 0.0 0.0
N 1.1092 1.3369 -3.2526 -0.1 0.0 0.0
C -0.0846 0.7084 -3.3697 0.0 0.0 0.0
C -0.5860 0.3019 -4.5774 0.0 0.0 0.0
C 0.1759 0.5423 -5.7207 0.0 0.0 0.0
C 1.3963 1.1553 -5.5896 0.0 0.0 0.0
C 1.9229 1.5645 -4.3438 0.0 0.0 0.0
S 3.4655 2.2780 -4.1901 0.0 0.0 0.0
H -0.5937 0.5317 -2.4317 0.0 0.0 0.0
H -1.5359 -0.2124 -4.5972 0.0 0.0 0.0
H -0.1798 0.2410 -6.6994 0.0 0.0 0.0
H 2.0233 1.3467 -6.4491 0.0 0.0 0.0
C 4.9250 -1.7062 1.1540 0.0 0.0 0.0
C 4.7009 -0.2837 1.6570 0.0 0.0 0.0
S 3.5676 0.7815 0.7381 0.1 0.0 0.0
C 4.1287 0.5971 -0.9653 0.0 0.0 0.0
C 3.6238 -0.6085 -1.7760 0.0 0.0 0.0
S 1.9414 -1.1304 -1.3344 0.0 0.0 0.0
C 2.1078 -2.9190 -1.1633 0.0 0.0 0.0
C 3.2710 -3.4875 -0.3552 0.0 0.0 0.0
S 3.5313 -2.8650 1.3317 0.0 0.0 0.0
H 5.7613 -2.1371 1.7098 0.0 0.0 0.0
H 5.2133 -1.6909 0.1054 0.0 0.0 0.0
H 5.6839 0.1972 1.6992 0.0 0.0 0.0
H 4.3116 -0.2967 2.6781 0.0 0.0 0.0
H 5.2220 0.6399 -0.9947 0.0 0.0 0.0
H 3.7536 1.4919 -1.4629 0.0 0.0 0.0
H 4.2919 -1.4645 -1.6858 0.0 0.0 0.0
H 3.6292 -0.2955 -2.8218 0.0 0.0 0.0
H 2.1448 -3.3958 -2.1487 0.0 0.0 0.0
H 1.1545 -3.2025 -0.7098 0.0 0.0 0.0
H 4.2194 -3.3693 -0.8805 0.0 0.0 0.0
H 3.1168 -4.5638 -0.2472 0.0 0.0 0.0
C -6.1716 -2.5408 0.7424 0.0 0.0 0.0
Si -4.4117 -2.6237 0.0238 -0.1 0.0 0.1
C -4.6594 -3.3660 -1.6839 0.0 0.1 0.0
C -3.4851 -3.7919 1.1669 0.0 0.0 0.0
C -3.7474 -0.8748 0.0600 0.0 0.0 -0.1
C -4.4876 0.1776 0.5679 0.0 0.0 0.0
C -3.9542 1.4624 0.6164 0.0 0.0 0.0
C -2.6648 1.6286 0.1559 0.0 0.1 0.0
N -1.9130 0.6465 -0.3466 0.0 0.0 0.0
C -2.4300 -0.6011 -0.4147 0.0 -0.1 0.1
S -1.4588 -1.8965 -1.0364 -0.1 0.0 0.0
H -6.6176 -3.5400 0.7353 0.0 0.0 0.0
H -6.8210 -1.8832 0.1589 0.0 0.0 0.0
H -6.1736 -2.1861 1.7763 0.0 0.0 0.0
H -5.1301 -4.3504 -1.6016 0.0 0.0 0.0
H -3.7065 -3.4580 -2.2006 0.0 0.0 0.0
H -5.3181 -2.7266 -2.2778 0.0 0.0 0.0
H -4.0550 -4.7150 1.3163 0.0 0.0 0.0
H -3.3434 -3.3171 2.1408 0.0 0.0 0.0
H -2.5040 -4.0333 0.7627 0.0 0.0 0.0
H -5.4957 0.0032 0.9316 0.0 0.0 0.0
H -4.5046 2.3015 1.0196 0.0 0.0 0.0
H -2.2044 2.6110 0.1912 0.0 0.0 0.0
N 1.0041 -0.9650 2.7264 0.0 0.0 -0.1
C 1.0438 -0.2647 3.9044 0.0 0.0 0.1
C 0.0808 0.6925 3.7888 0.0 0.2 -0.1
N -0.5289 0.6151 2.5583 0.0 -0.2 0.1
C 0.0540 -0.3960 1.9522 -0.2 0.1 -0.1
H 1.6510 -1.6652 2.3950 0.1 0.0 0.0
H 1.7455 -0.4917 4.6883 0.0 0.0 0.0
H -0.1784 1.4634 4.4963 0.0 0.0 0.0
H -0.1808 -0.7706 0.9623 0.0 0.0 0.0
F -1.4207 4.7877 0.2121 0.0 0.0 0.0
C -0.5915 4.7734 1.3111 0.0 0.0 0.0
C 0.3793 3.8143 1.4307 0.0 0.0 -0.1
C 1.1301 3.9342 2.5739 0.0 0.0 0.0
F 2.1533 3.0637 2.8298 0.0 0.0 0.0
C 0.9438 4.9051 3.5449 0.0 0.0 0.0
F 1.7153 4.9797 4.6561 0.0 0.0 0.0
C -0.0639 5.8361 3.3713 0.0 0.0 0.0
F -0.2761 6.7967 4.2979 0.0 0.0 0.0
C -0.8477 5.7744 2.2352 0.0 0.0 0.0
F -1.8316 6.6899 2.0679 0.0 0.0 0.0

***

# 2
58
Properties=species:S:1:pos:R:3:forces:R:3 method="wB97M-V/def2-TZVPD" gap_ev=5.14 e_homo_ev=-1.262 charge=-2 multiplicity=1
K -3.2352 -15.0043 -1.8895 0.6 -1.3 0.2
C -5.6942 -16.2417 0.3591 2.8 -4.4 0.4
O -5.7581 -15.9651 -1.0552 -1.5 1.4 0.0
O -4.7649 -17.2063 0.4969 -0.7 1.8 0.6
C -5.4200 -14.9900 1.2040 -0.4 1.3 -0.5
F -6.5877 -14.2477 1.2737 -0.5 0.2 0.2
F -5.0678 -15.2031 2.4753 0.0 -0.2 -0.4
F -4.5529 -14.0757 0.6850 0.3 -0.8 0.1
C -7.0571 -15.7814 -1.5549 -0.3 -0.4 -1.7
C -6.9695 -16.0276 -3.0654 0.5 0.9 -0.5
H -6.2380 -15.3626 -3.5358 0.3 -0.2 0.3
H -6.6485 -17.0513 -3.2464 0.0 0.0 -0.1
H -7.8603 -15.7866 -3.6554 -0.4 -0.3 0.5
H -7.5081 -14.8040 -1.3507 0.1 0.1 0.2
H -7.7950 -16.5336 -1.2500 0.3 -0.1 0.9
H -6.6478 -16.6877 0.6879 -0.9 0.8 0.0
C -2.9736 -16.8523 -5.1513 0.7 -1.9 2.9
O -1.5931 -16.3741 -5.2652 0.0 0.6 -1.1
O -3.1575 -17.1192 -3.8605 -1.2 1.3 -1.3
C -3.9091 -15.8105 -5.8299 1.5 0.5 1.2
F -5.1532 -16.2575 -6.0255 -0.1 0.0 -0.4
F -3.9995 -14.6830 -5.0758 -0.4 -0.1 0.1
F -3.3857 -15.3605 -7.0029 -0.6 -0.3 -0.6
C -0.8401 -16.8399 -6.3464 1.5 0.2 1.0
C 0.6454 -16.4804 -6.0467 -0.5 0.3 -1.1
H 1.2881 -16.9192 -6.8190 0.0 -0.4 0.1
H 0.8169 -15.4112 -6.1925 -0.2 0.1 0.5
H 0.9587 -16.7953 -5.0557 -0.1 0.0 0.0
H -1.1121 -16.3927 -7.3079 -0.2 -0.2 -0.1
H -0.8424 -17.9357 -6.3907 -0.5 -0.1 -0.2
H -3.0262 -17.8261 -5.6789 -0.1 0.3 -1.1
C -0.1700 -14.9381 0.3216 -0.8 -3.3 -0.9
O -0.6490 -15.2830 1.6651 0.2 1.1 0.6
O -0.8257 -15.7096 -0.5421 0.1 2.1 0.2
C -0.2722 -13.4213 0.0706 -0.1 -0.5 0.1
F 0.2949 -13.0994 -1.1087 -0.1 0.2 0.0
F -1.5431 -12.9755 0.0536 0.1 0.0 -0.2
F 0.3651 -12.6652 1.0090 0.2 0.3 -0.1
C 0.0409 -14.7474 2.7809 -0.7 -0.5 0.0
C -0.3745 -15.6210 3.9592 -1.5 0.0 -0.2
H 0.2460 -15.5057 4.8466 0.1 -0.3 0.0
H -1.4211 -15.4127 4.2216 0.2 0.8 0.3
H -0.6111 -16.6336 3.6188 1.3 -0.3 0.0
H -0.2796 -13.7185 2.9660 0.2 0.1 0.1
H 1.1302 -14.7402 2.6519 0.1 -0.1 -0.2
H 0.8735 -15.3060 0.3487 0.8 1.1 0.1
O -4.5704 -12.8349 -1.9815 0.0 0.2 -0.1
C -5.2982 -11.9660 -1.6124 -0.4 -1.0 -0.1
O -4.8374 -10.8281 -1.0897 1.0 1.0 0.1
C -5.8214 -9.7843 -1.1035 -0.2 -1.4 0.3
C -7.1121 -10.5913 -0.9774 -1.2 -1.0 -0.2
C -6.8142 -11.9582 -1.6471 0.6 1.0 -0.4
H -5.7193 -9.2426 -2.0441 -0.1 0.2 0.1
H -5.6253 -9.1668 -0.2316 0.0 0.2 -0.2
H -8.0033 -10.1512 -1.4260 0.1 0.3 0.1
H -7.3390 -10.8432 0.0587 0.1 0.5 0.2
H -7.1012 -11.9971 -2.7003 -0.1 0.1 0.0
H -7.2164 -12.8528 -1.1815 0.1 0.2 0.3

***

# 3
16
Properties=species:S:1:pos:R:3:forces:R:3 method="wB97M-V/def2-TZVPD" gap_ev=9.07 e_homo_ev=-8.429 multiplicity=1
C 0.0930 1.8604 -0.5833 0.0 -1.3 -0.1
C 2.6002 0.6327 0.6431 -1.9 -1.3 -0.3
C -2.3726 -0.8210 0.8221 0.5 0.1 -1.1
N -2.0062 -1.1416 -0.3605 0.5 1.0 0.6
O 1.1361 -1.5344 -0.3681 0.7 0.9 0.1
O -1.2081 1.8644 -0.6221 -0.6 0.2 -0.7
O 0.4926 0.6908 -1.1652 -1.2 1.5 0.2
P 1.8761 -0.1517 -0.9496 1.9 -0.8 0.5
H 3.5861 1.0244 0.4393 -0.1 0.8 -0.3
H 1.7358 1.3787 0.8908 2.1 -1.2 0.4
H 2.8567 -0.2291 1.3436 -1.1 1.1 -0.5
H -3.1622 -1.2843 1.3950 -0.3 -0.4 0.1
H -1.8794 0.0465 1.3484 -0.3 -0.9 -0.8
H 0.2604 -1.5436 -0.7677 -0.5 -0.1 0.1
H -1.6092 1.0996 -1.1273 0.7 0.3 0.6
H -2.3992 -1.8918 -0.9384 -0.6 0.1 1.2

***

# 4
14
Properties=species:S:1:pos:R:3:forces:R:3 method="wB97M-V/def2-TZVPD" gap_ev=9.05 e_homo_ev=-14.678 charge=+1 smiles="C=[N+](C)C#CC" multiplicity=1
C -1.4602 -0.1155 0.1108 1.6 0.1 0.6
C -0.2464 -0.1722 0.1040 -3.3 -0.7 0.2
C 1.8028 -1.3429 0.3309 -0.4 0.2 -1.8
C -2.9094 -0.0686 0.0597 -0.4 1.1 0.2
C 1.7705 1.0147 -0.1696 -2.6 2.3 -2.4
N 1.0747 -0.3175 0.0787 2.5 2.0 1.0
H 2.8027 -1.1570 0.0492 1.3 -0.2 0.6
H 1.4441 -2.3467 0.3673 -0.6 -0.4 0.6
H -3.3367 0.9273 0.2799 0.8 0.0 -0.3
H -3.0896 -0.2238 -1.0156 -0.8 -0.6 0.6
H -3.4280 -0.6406 0.8600 0.5 -0.6 -1.1
H 1.8318 1.8248 0.5590 -0.4 -1.1 1.2
H 1.0610 1.5284 -0.9022 0.8 -0.8 0.7
H 2.6826 1.0897 -0.7123 1.0 -1.4 -0.2

***

# 5
53
Properties=species:S:1:pos:R:3:forces:R:3 method="wB97M-V/def2-TZVPD" gap_ev="7.05 / 7.19" e_homo_ev="-12.641 / -12.657" charge=+1 multiplicity=1
Pd 0.6512 -0.4152 0.1345 -0.4 0.0 0.5
O 0.7605 -0.2562 2.6343 0.2 -0.2 0.3
C 0.6961 1.0948 3.0394 0.0 -0.1 -0.1
C 0.8543 2.0604 1.8863 -0.1 0.0 0.0
C 1.1495 3.3906 2.1382 0.0 0.1 0.0
C 1.2446 4.2791 1.0847 0.0 0.1 0.0
C 1.0455 3.8203 -0.2100 0.0 0.0 0.0
C 0.7577 2.4887 -0.3962 -0.1 0.0 0.0
N 0.6504 1.6329 0.6366 0.1 -0.1 -0.1
H 1.6897 -0.5284 2.5882 -0.1 0.0 0.1
H 1.4391 1.3144 3.8060 0.0 0.0 0.0
H -0.2866 1.2466 3.4902 0.0 0.0 0.0
H 1.3091 3.7154 3.1585 0.0 0.0 0.0
H 1.4780 5.3197 1.2684 0.0 0.0 0.0
H 1.1223 4.4780 -1.0640 0.0 0.0 0.0
H 0.6191 2.0768 -1.3849 0.0 0.0 0.0
F 5.8988 0.0383 -0.7226 0.1 0.0 0.0
C 4.7835 0.7303 -0.8165 0.0 -0.1 0.2
F 4.7223 1.6333 0.1593 0.0 0.0 0.0
F 4.7174 1.3392 -1.9855 0.1 0.0 0.0
S 3.3187 -0.4016 -0.6578 -0.5 0.3 -0.2
O 2.9314 -0.3984 0.7689 -0.1 0.2 -0.4
O 2.2705 0.2542 -1.4518 0.7 -0.2 -0.1
N 3.7268 -1.8056 -1.0727 0.2 -0.2 -0.2
S 3.3368 -2.5410 -2.4481 0.5 0.1 0.1
O 3.9045 -3.8415 -2.3905 -0.2 0.1 -0.1
O 3.4369 -1.7041 -3.5980 0.0 -0.1 0.2
C 1.5016 -2.7929 -2.2263 0.2 0.1 0.0
F 1.1480 -3.9781 -2.6520 -0.2 -0.1 0.0
F 1.1423 -2.6990 -0.8918 -0.1 0.1 0.1
F 0.8004 -1.8599 -2.8570 -0.1 0.0 -0.1
C -1.9221 -1.0133 1.4166 -0.1 0.0 -0.1
N -3.3478 -1.1938 1.3423 -0.1 0.0 -0.2
C -3.9789 0.0560 0.9036 0.0 0.0 -0.1
N -3.4932 0.4666 -0.4217 0.0 -0.2 0.0
C -2.0700 0.6599 -0.3547 -0.1 -0.1 0.0
N -1.3712 -0.6127 0.0671 0.1 0.3 -0.1
C -1.7409 -1.6895 -0.9334 -0.1 0.1 0.0
N -3.1686 -1.8691 -0.9801 0.0 0.1 0.1
C -3.6532 -2.2398 0.3555 0.1 0.0 0.0
C -3.7956 -0.6053 -1.3812 0.1 0.0 0.0
H -1.4331 -1.9377 1.7224 0.0 0.0 0.0
H -1.6726 -0.2277 2.1257 0.0 0.0 0.0
H -3.7718 0.8447 1.6279 0.0 0.0 0.0
H -5.0551 -0.0963 0.8496 0.0 0.0 0.0
H -1.8357 1.4270 0.3792 0.0 0.0 0.0
H -1.6753 0.9512 -1.3289 0.0 0.0 0.0
H -1.2528 -2.6132 -0.6268 0.0 0.0 0.0
H -1.3639 -1.3781 -1.9085 0.0 0.0 0.0
H -3.1830 -3.1744 0.6622 0.0 0.0 0.0
H -4.7308 -2.3843 0.3154 0.0 0.0 0.0
H -4.8739 -0.7411 -1.4315 0.0 0.0 0.0
H -3.4307 -0.3203 -2.3683 0.0 0.0 0.0

***

# 6
42
Properties=species:S:1:pos:R:3:forces:R:3 method="wB97M-V/def2-TZVPD" gap_ev=8.05 e_homo_ev=-10.969 charge=+1 smiles="CC1=[NH+]CCN1[C@H](/C=C/c1ccc(Cl)cc1)c1ccc(Cl)cc1" multiplicity=1
Cl -5.8988 2.1212 -1.6604 -0.6 0.2 0.1
C -4.4031 1.3728 -1.3020 0.8 0.7 -1.5
C -4.3186 -0.0043 -1.3207 0.0 -0.7 0.8
C -3.0949 -0.6069 -1.0827 0.0 -0.1 0.0
C -1.9710 0.1796 -0.8787 1.6 -0.7 0.6
C -0.6740 -0.5427 -0.4263 0.2 -1.2 -0.1
C 0.6183 0.1588 -0.9259 -0.6 -0.3 0.7
C 1.8120 -0.4537 -1.0027 -1.4 -0.9 0.7
C 3.0717 0.2169 -1.2614 1.5 -0.3 0.2
C 4.2718 -0.5813 -1.3117 -1.6 2.2 -0.3
C 5.4934 0.0686 -1.4428 -0.6 -0.4 -0.1
C 5.5432 1.4564 -1.5039 -1.7 0.1 0.4
Cl 7.0299 2.2237 -1.5944 1.3 0.6 -0.2
C 4.3776 2.2631 -1.4304 0.1 -1.4 -0.1
C 3.1502 1.6349 -1.2958 -0.4 -0.5 -0.4
C -2.0124 1.5750 -1.0080 -0.7 0.2 0.3
C -3.2547 2.1811 -1.2946 0.7 -1.2 1.1
H -5.2023 -0.6264 -1.3923 -0.1 0.2 -0.2
H -3.0124 -1.7028 -0.9887 -0.1 0.8 -0.5
H -0.5931 -1.6433 -0.6916 -0.5 1.4 -0.5
H 0.5588 1.1993 -1.2763 -0.3 -0.6 0.5
H 1.7938 -1.5445 -0.7357 0.5 1.0 -0.3
H 4.1614 -1.6500 -1.3061 0.2 -0.3 0.1
H 6.3814 -0.5370 -1.5251 0.3 0.2 0.0
H 4.4250 3.3318 -1.4964 0.3 0.3 0.0
H 2.2100 2.2366 -1.2748 1.1 -0.5 0.1
H -1.1306 2.2097 -0.7804 -0.8 -0.6 -0.4
H -3.3135 3.2480 -1.3791 -0.2 0.3 -0.1
C -2.6758 -2.5030 1.5125 -0.3 0.8 0.1
C -1.6017 -1.5183 1.8833 -1.6 -1.4 1.4
N -0.7624 -0.8203 1.1851 0.2 0.3 -2.5
C 0.2601 -0.3376 2.0218 1.3 2.2 3.1
C -0.3043 -0.5246 3.5055 0.9 0.5 -0.6
N -1.4219 -1.3701 3.1979 0.0 -0.3 0.6
H -3.3852 -2.6541 2.3345 0.4 0.1 0.0
H -3.2520 -2.0985 0.7101 -0.3 -0.1 -0.4
H -2.2785 -3.4659 1.2373 0.4 -0.2 -0.2
H 1.2234 -0.8807 2.0005 -0.5 0.3 -0.7
H 0.3665 0.7514 1.8720 0.6 -0.6 -0.2
H 0.4248 -1.0057 4.1687 -0.2 -0.1 -0.3
H -0.6127 0.3940 4.0179 0.0 0.0 -0.4
H -1.9994 -1.7513 3.9420 0.0 -0.1 -0.7